# 1
DFT (ωB97M-V/def2-TZVPD) results for a cluster of 3 separate species, C18H45BN2O7P in total.

Properties
Maximum force = 5.55 eV/Å
LUMO = -3.89 eV
Molar mass = 443.4 g mol⁻¹
E_HOMO = -0.373 hartree
Total charge = +1

Each line ends with the Mulliken charge.
Positions of all 74 atoms, in Å:
C -1.29 0.87 0.11  -0.963
C -0.20 1.91 -0.30  -0.076
B -0.47 3.29 0.38  0.385
O 0.58 4.05 0.70  -0.408
P -2.30 3.89 0.77  -0.033
C -3.14 4.54 -0.72  -0.634
C -4.69 4.71 -0.63  -0.773
C -5.41 3.93 0.47  -0.724
C -5.57 2.47 0.09  0.436
O -5.98 2.14 -0.92  -0.427
O -5.20 1.55 1.02  -0.524
H -1.58 0.99 1.15  0.344
H -0.86 -0.12 -0.03  0.020
H -2.15 0.94 -0.56  0.378
H -0.11 1.98 -1.39  0.369
H 0.76 1.57 0.07  0.009
H 0.34 4.97 0.88  0.315
H -2.16 4.96 1.68  0.154
H -3.05 2.87 1.37  0.126
H -2.86 3.94 -1.58  0.544
H -2.72 5.52 -0.89  0.506
H -5.08 4.32 -1.57  0.347
H -4.99 5.75 -0.58  0.354
H -5.02 4.07 1.48  0.479
H -6.43 4.33 0.50  0.349
H -5.38 1.88 1.91  0.374
C -1.83 -3.19 -1.87  -0.826
O -0.94 -2.17 -2.28  -0.294
C 0.42 -2.45 -1.94  -0.556
C 1.24 -2.67 -3.20  -0.279
N 0.89 -3.93 -3.84  -0.327
C 1.47 -4.11 -5.17  -0.692
C 1.02 -3.15 -6.28  -0.471
O -0.33 -3.30 -6.66  -0.426
C -1.26 -2.56 -5.89  -0.533
H -2.85 -2.84 -2.07  0.263
H -1.68 -4.11 -2.44  0.356
H -1.74 -3.40 -0.80  0.313
H 0.51 -3.30 -1.26  0.453
H 0.81 -1.57 -1.42  0.174
H 2.30 -2.70 -2.93  0.388
H 1.08 -1.81 -3.86  0.180
H -0.12 -3.98 -3.93  0.090
H 1.22 -5.12 -5.49  0.370
H 2.56 -4.06 -5.08  0.401
H 1.61 -3.40 -7.17  0.361
H 1.25 -2.11 -6.05  0.330
H -0.83 -1.62 -5.53  0.275
H -1.64 -3.14 -5.05  0.156
H -2.11 -2.32 -6.54  0.323
C 4.70 1.87 4.72  -0.704
O 4.98 0.49 4.55  -0.342
C 4.47 -0.34 5.59  -0.807
C 3.38 -1.24 5.06  -0.216
N 2.17 -0.48 4.73  -0.300
C 1.17 -1.25 4.00  -0.826
C 1.52 -1.74 2.60  -0.521
O 1.68 -0.69 1.65  -0.200
C 2.98 -0.13 1.59  -0.920
H 5.23 2.41 3.94  0.242
H 3.62 2.07 4.62  0.279
H 5.05 2.22 5.70  0.349
H 4.11 0.26 6.44  0.403
H 5.29 -0.96 5.95  0.398
H 3.13 -1.99 5.82  0.410
H 3.78 -1.77 4.19  0.180
H 2.44 0.31 4.16  0.064
H 0.28 -0.61 3.92  0.353
H 0.87 -2.11 4.61  0.459
H 0.68 -2.33 2.24  0.291
H 2.39 -2.40 2.59  0.422
H 3.76 -0.86 1.83  0.414
H 3.07 0.74 2.25  0.265
H 3.15 0.23 0.57  0.349

# 2
DFT (ωB97M-V/def2-TZVPD) results for a structure of composition C18H45BaCuN2O11P2.

Properties
Maximum force = 6.84 eV/Å
LUMO (spin up / spin down) = -10.27 / -12.34 eV
Molar mass = 728.4 g mol⁻¹
E_HOMO (spin up / spin down) = -0.619 / -0.619 hartree
Spin multiplicity = 2
Total charge = +3

Each line ends with the Löwdin spin population.
Positions of all 80 atoms, in Å:
Cu 2.65 22.92 12.69  0.000
Ba -0.53 21.42 11.64  0.000
O 2.05 21.15 11.48  0.000
H 2.24 20.26 11.12  0.000
C 5.89 16.81 13.35  -0.050
O 5.37 16.52 14.46  0.440
N 5.05 17.04 12.33  0.418
C 3.64 16.95 12.33  0.052
C 5.56 17.34 11.02  0.049
H 6.95 16.97 13.09  -0.006
H 3.09 17.82 11.96  0.020
H 3.35 16.81 13.38  0.001
H 3.33 16.10 11.73  0.026
H 5.56 18.41 10.86  0.028
H 6.60 17.06 10.83  0.004
H 5.09 16.82 10.19  0.010
C 5.15 20.75 12.73  0.000
O 5.32 20.77 13.96  0.000
N 6.08 21.03 11.83  0.000
C 5.68 21.20 10.49  0.001
C 7.44 21.42 12.11  0.000
H 4.20 20.44 12.27  0.000
H 4.62 21.01 10.29  0.000
H 6.04 20.41 9.83  0.001
H 5.96 22.17 10.08  0.000
H 7.53 22.50 12.07  0.000
H 7.87 21.22 13.09  0.000
H 8.17 20.89 11.50  0.000
C -1.30 14.34 10.10  0.000
C -2.08 15.27 11.06  0.000
O -1.65 16.64 10.92  0.000
P -0.27 17.22 11.62  0.000
O -0.23 18.70 11.69  0.000
O -0.30 16.44 13.01  0.000
C -1.21 16.91 14.04  0.000
C -0.98 16.49 15.48  0.000
O 0.93 16.47 10.83  0.001
C 1.54 17.15 9.80  0.001
C 2.25 16.18 8.86  0.002
H -1.69 13.34 10.30  0.000
H -1.60 14.62 9.08  0.000
H -0.26 14.43 10.38  0.000
H -3.15 15.16 10.86  0.000
H -1.99 14.98 12.11  0.000
H -1.28 17.99 14.09  0.000
H -2.21 16.52 13.81  0.000
H -0.28 15.66 15.54  0.000
H -0.55 17.27 16.10  0.000
H -1.94 16.18 15.90  0.000
H 0.81 17.71 9.21  0.000
H 2.23 17.92 10.15  0.001
H 2.63 16.53 7.90  0.000
H 2.98 15.68 9.49  0.001
H 1.52 15.47 8.48  0.000
C -2.78 17.52 7.60  0.000
C -2.13 18.87 8.01  0.000
O -1.04 19.05 7.17  0.000
P -0.18 20.40 7.38  0.000
O -0.41 20.99 8.70  0.000
O 1.32 19.86 7.07  0.000
C 2.31 20.07 8.05  0.000
C 3.22 21.04 7.49  0.000
O -0.51 21.30 6.03  0.000
C -0.30 20.74 4.79  0.000
C 0.35 21.87 4.10  0.000
H -2.00 16.79 7.79  0.000
H -3.65 17.22 8.17  0.000
H -3.02 17.53 6.53  0.000
H -2.78 19.73 7.84  0.000
H -1.85 18.80 9.06  0.000
H 1.97 20.36 9.04  0.000
H 2.89 19.15 8.13  0.000
H 2.72 21.91 7.05  0.000
H 3.83 21.46 8.29  0.000
H 3.88 20.59 6.75  0.000
H 0.36 19.87 4.82  0.000
H -1.23 20.54 4.27  0.000
H 0.07 22.84 4.50  0.000
H 1.44 21.87 4.22  0.000
H 0.11 21.92 3.04  0.000

# 3
DFT (ωB97M-V/def2-TZVPD) results for a structure of composition C18H45Cl4N2O13P2V.

Properties
Maximum force = 4.51 eV/Å
LUMO = -1.59 eV
Molar mass = 752.3 g mol⁻¹
E_HOMO = -0.331 hartree

Each line ends with the Mulliken charge.
Positions of all 85 atoms, in Å:
O -2.02 -1.69 -3.39  -0.677
V -1.62 -2.32 -1.93  1.251
O -2.81 -2.15 -0.91  -0.643
C -1.22 0.62 0.75  -0.504
C -0.28 -0.54 0.38  0.324
O -0.16 -0.90 -1.00  0.225
H -0.96 1.59 0.30  -0.036
H -1.29 0.82 1.82  0.272
H -2.23 0.39 0.41  -0.314
H -0.63 -1.42 0.94  -0.004
H 0.65 -0.34 0.92  0.125
C -2.70 0.34 5.63  -1.050
C -1.29 0.29 5.10  0.897
O -0.66 1.34 5.19  -0.667
N -0.80 -0.84 4.70  -0.097
C 0.58 -0.97 4.17  -0.698
H -3.14 -0.61 5.93  0.359
H -3.30 0.83 4.86  0.091
H -2.82 1.04 6.45  0.350
H -1.44 -1.59 4.88  0.168
H 1.05 -0.04 3.86  0.339
H 0.66 -1.49 3.21  -0.062
H 1.15 -1.59 4.86  0.403
C 2.13 0.23 -4.08  -0.639
C 3.17 -0.13 -3.06  0.664
O 4.29 0.37 -3.18  -0.621
N 2.85 -0.76 -1.94  0.200
C 3.73 -0.92 -0.79  -1.246
H 2.61 0.52 -5.02  0.370
H 1.54 1.10 -3.78  -0.234
H 1.47 -0.59 -4.37  0.372
H 1.91 -1.03 -1.68  -0.047
H 3.24 -0.96 0.19  0.260
H 4.48 -0.16 -0.62  0.404
H 4.36 -1.79 -1.01  0.422
C -1.54 -7.13 -0.11  -0.747
O -0.29 -6.51 -0.07  -0.323
P -0.16 -4.99 0.34  0.541
O -0.91 -4.05 -0.57  -0.112
O -0.73 -4.96 1.86  -0.389
C -0.48 -3.79 2.62  -0.388
O 1.45 -4.82 0.54  -0.332
C 2.25 -4.05 -0.36  -0.494
H -1.66 -7.76 -0.99  0.298
H -2.43 -6.50 -0.24  0.303
H -1.70 -7.77 0.76  0.294
H -1.33 -3.11 2.60  0.304
H 0.36 -3.27 2.19  0.042
H -0.26 -4.11 3.64  0.341
H 3.04 -4.65 -0.81  0.375
H 2.71 -3.25 0.22  0.188
H 1.64 -3.67 -1.18  0.133
C 2.85 5.77 -0.12  -0.648
O 3.67 4.80 -0.70  -0.362
P 3.18 4.13 -2.03  0.637
O 4.19 3.22 -2.58  -0.612
O 1.73 3.43 -1.60  0.235
C 1.74 2.46 -0.54  -0.503
O 2.75 5.33 -3.00  -0.345
C 2.15 5.01 -4.26  -0.581
H 3.29 6.77 -0.16  0.292
H 2.72 5.57 0.94  0.281
H 1.82 5.76 -0.48  0.236
H 2.76 2.24 -0.23  0.527
H 1.36 1.53 -0.95  -0.208
H 1.11 2.80 0.28  0.340
H 2.56 5.67 -5.02  0.309
H 1.08 5.18 -4.35  0.185
H 2.30 3.97 -4.54  0.264
Cl -1.05 4.60 -2.55  -0.196
C -1.22 3.11 -3.55  -0.249
C -1.54 1.90 -2.70  0.254
Cl -3.32 1.80 -2.27  -0.208
H -0.29 2.86 -4.06  0.102
H -2.08 3.22 -4.21  0.540
H -0.92 2.02 -1.81  -0.419
H -1.36 0.97 -3.24  0.131
Cl -6.50 1.79 1.30  -0.206
C -4.87 1.13 1.58  -0.003
C -4.91 -0.11 2.42  0.008
Cl -5.34 -1.60 1.49  -0.184
H -4.27 1.90 2.06  0.290
H -4.39 0.88 0.63  -0.039
H -5.66 0.02 3.20  0.456
H -3.94 -0.36 2.84  -0.313

# 4
DFT (ωB97M-V/def2-TZVPD) results for a cluster of 4 separate species, C18H45ClN3O6 in total.

Properties
Maximum force = 2.83 eV/Å
LUMO = 2.96 eV
Molar mass = 435.0 g mol⁻¹
E_HOMO = -0.161 hartree
ΔE to the lowest compared entry with this formula, charge and spin = 1.405 eV
Total charge = -1

Each line ends with the Mulliken charge.
Positions of all 73 atoms, in Å:
Cl -3.42 23.56 -11.35  -0.828
C -5.20 25.38 -15.76  -0.769
O -4.27 25.34 -14.78  0.029
C -3.52 26.54 -14.68  -1.014
C -2.31 26.29 -13.84  0.013
N -1.38 25.55 -14.56  -0.020
C -0.15 25.34 -13.86  -0.497
C 0.72 24.40 -14.61  -0.700
O -0.05 23.32 -15.10  -0.208
C 0.66 22.48 -15.92  -0.829
H -4.76 25.64 -16.74  0.343
H -5.98 26.15 -15.55  0.311
H -5.68 24.41 -15.78  0.062
H -4.14 27.34 -14.21  0.367
H -3.23 26.90 -15.69  0.360
H -2.63 25.80 -12.91  -0.107
H -1.88 27.29 -13.57  0.241
H -1.27 25.94 -15.48  0.194
H -0.41 24.94 -12.87  0.292
H 0.45 26.27 -13.72  0.289
H 1.54 24.03 -13.99  0.394
H 1.14 24.96 -15.48  0.333
H 1.76 22.49 -15.70  0.345
H 0.58 22.78 -16.98  0.291
H 0.31 21.46 -15.77  0.181
C -1.95 20.66 -11.08  -0.778
O -2.66 20.66 -12.32  0.026
C -2.96 19.41 -12.77  -0.856
C -4.14 19.53 -13.66  -0.363
N -3.89 20.24 -14.95  -0.252
C -5.16 20.34 -15.64  -0.694
C -6.13 21.18 -14.83  -0.926
O -5.47 22.28 -14.29  0.067
C -6.27 22.93 -13.35  -0.847
H -1.64 21.68 -10.88  -0.036
H -1.02 20.04 -11.12  0.343
H -2.58 20.28 -10.25  0.380
H -3.29 18.79 -11.92  0.377
H -2.11 18.94 -13.29  0.266
H -4.91 20.03 -13.07  0.193
H -4.48 18.49 -13.89  0.349
H -3.29 19.62 -15.49  0.237
H -5.66 19.33 -15.68  0.341
H -5.06 20.69 -16.67  0.433
H -6.51 20.51 -14.02  0.426
H -6.98 21.50 -15.46  0.436
H -5.78 23.81 -12.95  0.110
H -6.49 22.27 -12.49  0.298
H -7.27 23.23 -13.76  0.357
C -0.81 21.72 -7.84  -0.561
O -1.69 22.55 -7.15  -0.367
C -3.01 22.44 -7.65  0.226
C -3.80 23.66 -7.33  -1.052
N -3.59 24.79 -8.20  -0.175
C -2.27 25.43 -8.03  -0.234
C -2.21 26.65 -8.79  0.165
O -0.91 27.23 -8.63  -0.307
C -0.72 28.40 -9.44  -0.547
H -1.12 20.66 -7.78  0.280
H 0.17 21.81 -7.38  0.317
H -0.75 22.00 -8.91  0.157
H -3.50 21.52 -7.27  0.435
H -3.03 22.34 -8.76  -0.072
H -3.72 23.91 -6.25  0.370
H -4.87 23.38 -7.39  0.387
H -3.55 24.38 -9.15  -0.104
H -1.43 24.80 -8.39  0.041
H -2.02 25.63 -6.98  0.278
H -3.00 27.36 -8.51  0.319
H -2.37 26.37 -9.85  -0.173
H 0.31 28.76 -9.27  0.243
H -1.40 29.21 -9.14  0.275
H -0.82 28.18 -10.51  0.139

# 5
DFT (ωB97M-V/def2-TZVPD) results for a cluster of 4 separate species, C18H45IN3O6 in total.

Properties
Maximum force = 2.88 eV/Å
LUMO = 2.85 eV
Molar mass = 526.5 g mol⁻¹
E_HOMO = -0.160 hartree
ΔE to the lowest compared entry with this formula, charge and spin = 1.062 eV
Total charge = -1

Each line ends with the Mulliken charge.
Positions of all 73 atoms, in Å:
I -6.44 30.39 18.36  -0.649
C -6.05 28.70 23.86  -0.866
O -6.07 29.71 22.90  -0.176
C -4.80 30.19 22.54  -0.682
C -4.73 31.73 22.61  -0.621
N -5.55 32.31 21.56  0.208
C -5.93 33.69 21.75  -0.686
C -7.15 34.10 20.89  0.395
O -8.35 33.72 21.48  -0.220
C -8.70 34.43 22.61  -0.876
H -5.58 27.76 23.54  0.335
H -7.10 28.41 24.00  0.222
H -5.64 28.97 24.84  0.331
H -4.59 30.05 21.47  0.283
H -3.96 29.77 23.09  0.442
H -3.69 32.07 22.52  0.290
H -5.06 32.08 23.60  0.381
H -5.38 31.87 20.67  -0.133
H -5.07 34.37 21.59  0.266
H -6.07 33.81 22.83  0.350
H -7.11 33.55 19.95  -0.584
H -7.06 35.15 20.61  0.331
H -8.11 34.17 23.50  0.268
H -9.71 34.19 22.93  0.276
H -8.69 35.52 22.50  0.345
C -8.75 30.85 13.83  -0.277
O -7.43 30.63 13.30  -0.415
C -6.38 30.77 14.28  -0.492
C -5.85 32.20 14.38  -0.712
N -6.28 32.89 15.57  0.438
C -5.29 33.91 15.95  -0.967
C -5.53 34.40 17.38  0.612
O -4.31 35.00 17.86  -0.423
C -3.88 36.20 17.30  -0.683
H -8.71 31.71 14.50  -0.076
H -9.12 29.90 14.22  0.248
H -9.35 31.02 12.94  0.256
H -5.61 30.22 13.73  0.266
H -6.45 30.17 15.20  0.250
H -6.06 32.74 13.44  0.342
H -4.75 32.11 14.29  0.485
H -6.28 32.22 16.35  -0.375
H -5.34 34.64 15.14  0.379
H -4.27 33.48 15.88  0.374
H -5.70 33.58 18.08  -0.369
H -6.36 35.11 17.37  0.204
H -4.18 36.27 16.24  0.288
H -2.79 36.21 17.33  0.250
H -4.31 37.11 17.75  0.258
C -13.14 30.80 21.58  -0.795
O -12.07 30.24 20.87  -0.268
C -12.39 30.02 19.51  -0.655
C -11.19 29.76 18.62  -0.750
N -10.14 30.77 18.72  0.003
C -10.43 32.18 18.46  -0.053
C -10.84 32.41 17.01  0.075
O -11.07 33.76 16.66  -0.488
C -9.88 34.55 16.68  -0.387
H -12.94 30.85 22.65  0.250
H -14.04 30.17 21.60  0.317
H -13.39 31.78 21.17  0.314
H -13.00 30.84 19.11  0.359
H -13.11 29.20 19.46  0.493
H -11.55 29.76 17.58  0.311
H -10.73 28.81 18.89  0.433
H -9.26 30.54 18.25  -0.089
H -9.47 32.61 18.77  -0.110
H -11.09 32.61 19.22  0.138
H -11.76 31.87 16.76  0.259
H -10.03 32.06 16.36  -0.045
H -9.53 34.57 17.72  0.153
H -10.11 35.57 16.38  0.330
H -9.12 34.13 16.02  0.115

# 6
DFT (ωB97M-V/def2-TZVPD) results for a cluster of 9 separate species, C18H45N15O6 in total.

Properties
Maximum force = 4.38 eV/Å
LUMO = 0.37 eV
Molar mass = 567.7 g mol⁻¹
E_HOMO = -0.351 hartree

Each line ends with the Mulliken charge.
Positions of all 84 atoms, in Å:
N 4.94 0.55 -0.21  -0.454
C 3.91 0.88 -1.01  0.440
N 2.72 1.15 -0.43  -0.022
O 4.14 1.06 -2.20  -0.636
H 5.58 -0.20 -0.48  0.293
H 4.60 0.33 0.72  0.212
H 2.51 0.92 0.56  0.124
H 2.20 1.91 -0.77  0.103
N -3.10 -1.94 -1.38  -0.249
C -3.61 -2.40 -0.22  0.489
N -4.42 -1.52 0.50  -0.454
O -3.40 -3.57 0.05  -0.671
H -2.63 -2.66 -1.84  0.179
H -3.30 -1.09 -1.83  0.188
H -4.23 -0.50 0.58  0.292
H -4.64 -1.94 1.36  0.282
N -1.36 -5.99 -0.07  -0.405
C -0.12 -5.83 -0.66  0.463
N 0.28 -4.48 -0.60  -0.287
O 0.63 -6.67 -1.17  -0.640
H -2.00 -5.14 -0.17  0.276
H -1.91 -6.82 -0.31  0.273
H -0.12 -3.93 0.07  0.208
H 1.19 -4.30 -0.94  0.171
N -1.44 1.72 4.04  -0.491
C -1.01 0.47 4.38  0.631
N -1.64 -0.51 3.69  -0.134
O -0.16 0.21 5.24  -0.672
H -0.86 2.43 4.36  0.331
H -1.65 1.80 2.99  0.147
H -1.53 -1.46 3.95  0.140
H -2.30 -0.33 2.97  0.054
N 3.02 0.06 5.17  -0.710
C 2.62 0.88 4.01  0.481
N 2.36 2.17 4.35  -0.348
O 2.71 0.48 2.86  -0.555
H 2.67 -0.86 4.93  0.311
H 2.41 0.29 6.00  0.305
H 2.22 2.89 3.64  0.236
H 2.70 2.51 5.26  0.226
N -1.70 -4.10 6.31  -0.475
C -0.87 -4.16 5.21  0.573
N 0.36 -4.76 5.34  -0.458
O -1.27 -3.64 4.16  -0.638
H -2.47 -3.40 6.22  0.264
H -1.23 -4.14 7.22  0.216
H 0.61 -5.06 4.38  0.276
H 0.62 -5.40 6.10  0.212
C -2.78 5.59 -2.78  -1.291
C -3.43 4.58 -1.77  -0.464
C -2.46 3.48 -1.38  -0.233
C -3.06 2.42 -0.59  0.067
N -3.56 1.58 -0.05  -0.426
H -1.94 6.17 -2.35  0.324
H -3.36 6.39 -3.12  0.432
H -2.39 5.16 -3.74  0.306
H -4.32 4.12 -2.20  0.382
H -3.77 5.04 -0.84  0.307
H -1.63 3.90 -0.74  0.292
H -2.01 2.98 -2.24  0.223
C 2.58 3.08 -6.18  -1.246
C 3.40 2.29 -5.09  -0.253
C 3.55 0.79 -5.43  -0.297
C 2.28 0.27 -6.06  0.291
N 1.30 -0.03 -6.57  -0.510
H 2.33 4.07 -5.77  0.371
H 1.59 2.62 -6.38  0.374
H 3.19 3.32 -7.06  0.278
H 2.93 2.63 -4.12  0.071
H 4.43 2.61 -5.00  0.386
H 3.78 0.32 -4.51  0.218
H 4.42 0.81 -6.04  0.338
C -0.41 0.05 -2.51  -1.161
C 0.09 -0.74 -1.24  -0.268
C -0.32 -0.19 0.11  0.762
C -0.10 1.19 0.40  -0.356
N -0.07 2.28 0.76  -0.733
H 0.26 0.91 -2.66  0.283
H -1.41 0.40 -2.36  0.060
H -0.56 -0.60 -3.40  0.439
H 1.15 -0.73 -1.41  0.324
H -0.27 -1.73 -1.26  0.316
H -0.03 -0.67 1.02  0.680
H -1.38 -0.26 0.19  -0.382